Entry 1:
Computed, not measured: a single C21H28N2O5 molecule, with ωB97M-V/def2-TZVPD.

Structure (XYZ):
```
56
Properties=species:S:1:pos:R:3:forces:R:3
C 2.5726 -0.6215 -2.1555 -0.1 -0.1 -0.1
C 1.8013 -1.6845 -2.9405 0.1 0.1 -0.1
C 1.3889 -2.8019 -2.0278 0.4 -0.5 -0.2
C 2.1790 -3.9001 -1.9636 -0.2 0.4 -0.1
C 1.9284 -5.0171 -1.0847 0.5 -0.4 -0.1
O 2.6112 -6.0066 -0.9870 -0.3 0.3 0.0
O 0.8136 -4.9177 -0.2959 0.0 -0.2 0.1
C -0.0104 -3.8503 -0.3382 -0.5 0.7 -0.1
C -1.1083 -3.9154 0.5153 0.1 0.0 -0.1
C -2.0199 -2.8818 0.5555 0.4 -0.1 -0.2
C -3.2158 -2.9332 1.4509 0.0 0.0 0.0
C -1.8209 -1.7787 -0.2728 0.0 0.2 -0.2
C -0.7379 -1.6949 -1.1289 -0.1 -0.4 0.3
O -0.5312 -0.6177 -1.9362 0.2 0.0 -0.1
C -1.5342 0.3778 -2.0527 -0.4 0.4 -0.2
C -1.1280 1.2862 -3.2125 -0.1 -0.3 0.2
C -1.6683 1.2377 -0.7854 0.2 -0.5 -0.2
O -2.7214 1.7416 -0.4571 -0.3 0.2 -0.1
N -0.5122 1.3799 -0.1149 0.5 0.0 0.0
C -0.3707 2.2277 1.0420 0.0 0.4 0.2
C 0.4403 3.4956 0.6948 -0.2 -0.2 0.0
N 0.5950 4.4661 1.7495 0.0 0.0 0.1
C -0.6353 5.0984 2.1908 0.2 0.3 0.2
C -0.2654 6.2928 3.0729 -0.3 0.0 -0.3
O 0.5013 5.8885 4.1834 -0.1 0.0 0.2
C 1.6770 5.2380 3.7648 0.2 -0.3 -0.1
C 1.3571 4.0164 2.8995 0.1 0.3 0.2
C 0.2171 -2.7446 -1.1819 -0.3 -0.2 0.3
H 1.9692 -0.2418 -1.3347 0.0 0.1 0.1
H 2.8409 0.2075 -2.8058 0.0 0.1 0.0
H 3.4829 -1.0477 -1.7396 0.1 0.0 0.1
H 0.9320 -1.2341 -3.4131 0.1 -0.1 -0.1
H 2.4515 -2.0877 -3.7188 0.0 0.0 0.0
H 3.0603 -3.9902 -2.5793 0.1 0.0 -0.1
H -1.2188 -4.7907 1.1346 0.0 -0.1 0.1
H -4.0883 -3.2534 0.8813 -0.1 0.0 0.0
H -3.0628 -3.6382 2.2631 0.0 0.0 0.1
H -3.4311 -1.9502 1.8632 0.0 0.0 0.1
H -2.5356 -0.9733 -0.2227 -0.1 0.1 0.0
H -2.5096 -0.0780 -2.2680 0.2 0.1 0.2
H -1.8570 2.0843 -3.3183 -0.1 0.1 0.0
H -0.1480 1.7180 -3.0232 0.1 0.1 0.0
H -1.0869 0.7151 -4.1364 0.0 0.0 -0.1
H 0.3190 0.9534 -0.4969 -0.2 -0.1 0.0
H 0.1201 1.6671 1.8429 -0.1 0.0 0.0
H -1.3812 2.5005 1.3525 0.1 -0.1 0.1
H -0.0519 3.9969 -0.1440 0.0 -0.1 -0.1
H 1.4444 3.1975 0.3736 0.0 0.0 -0.1
H -1.1938 5.4416 1.3186 -0.1 0.0 0.0
H -1.2692 4.4119 2.7758 0.0 0.0 0.0
H -1.1601 6.7698 3.4759 0.0 0.0 -0.1
H 0.3022 7.0200 2.4734 -0.1 0.0 0.0
H 2.2046 4.9430 4.6733 0.0 0.0 -0.1
H 2.3023 5.9331 3.1846 0.0 -0.1 0.0
H 2.2860 3.5562 2.5568 0.0 0.0 0.0
H 0.7981 3.2887 3.5119 0.1 0.0 0.0
```
Positions in Å, forces in eV/Å.

Summary:
- LUMO level (Eh) = 0.0045
- highest occupied orbital energy (Ha) = -0.319
- SMILES = CCc1cc(=O)oc2cc(C)cc(O[C@H](C)C(=O)NCCN3CCOCC3)c12
- gap between HOMO and LUMO (Eh) = 0.324

These are the natural (NBO) partial charges, in e, on atoms 1 to 8: C -0.585; C -0.438; C 0.092; C -0.348; C 0.737; O -0.566; O -0.453; C 0.354

Entry 2:
Computed, not measured: HN3O4S as an isolated structure, with ωB97M-V/def2-TZVPD.

Structure (XYZ):
```
9
Properties=species:S:1:pos:R:3:forces:R:3
N -1.9636 -1.3977 -0.3341 -3.8 0.3 0.9
N -3.0191 -1.1617 -0.1120 2.0 -0.5 -0.2
N 0.1069 -0.2491 1.8224 -1.2 -1.7 1.3
O -0.5371 -1.2079 1.4290 1.7 1.6 0.4
O 0.6693 0.5147 0.9537 0.2 0.1 -2.7
O 0.2814 -0.2659 -1.5228 -1.0 -2.0 -0.9
O -1.6174 -0.9344 -2.8773 0.4 -0.6 0.0
S -0.5487 -1.3895 -2.0352 1.6 2.6 -1.0
H 0.5357 0.2039 -0.0630 0.0 0.3 2.1
```
Positions in Å, forces in eV/Å.

Summary:
- LUMO level (Eh) = -0.0601
- highest occupied orbital energy (Ha) = -0.378
- gap between HOMO and LUMO (Eh) = 0.318

These are the natural (NBO) partial charges, in e, on atoms 1 to 8: N -0.076; N 0.102; N 0.378; O -0.405; O -0.483; O -0.911; O -0.822; S 1.731

Entry 3:
Computed, not measured: a 2-piece molecular cluster, C5H10O2 overall, with ωB97M-V/def2-TZVPD.

Structure (XYZ):
```
17
Properties=species:S:1:pos:R:3:forces:R:3
C -2.0565 0.7790 0.1015 -0.1 0.1 0.1
C -1.2375 -0.1064 -0.7930 0.2 0.0 -0.1
C 0.0717 0.0639 -0.9686 -0.3 -0.1 -0.2
O 0.7226 1.1018 -0.3695 -0.1 0.0 0.0
C 2.1203 0.9644 -0.2350 0.3 0.0 0.0
H -3.1065 0.4776 0.1151 0.2 0.0 0.0
H -1.6854 0.7469 1.1344 -0.1 0.0 -0.1
H -2.0003 1.8251 -0.2195 0.0 -0.1 0.1
H -1.7106 -0.9495 -1.2868 0.1 0.1 0.0
H 0.6794 -0.5847 -1.6023 -0.1 0.1 0.1
H 2.3830 0.3112 0.6092 -0.1 0.1 -0.1
H 2.5760 0.5629 -1.1501 -0.1 0.1 0.1
H 2.5183 1.9631 -0.0447 0.0 -0.2 0.0
C 0.1768 -1.7810 1.1679 -0.1 -0.3 0.2
O -0.7213 -2.5820 1.1873 0.4 0.3 0.1
H 0.1148 -0.7909 1.6641 -0.1 -0.1 -0.1
H 1.1552 -2.0014 0.6901 -0.2 0.0 0.0
```
Positions in Å, forces in eV/Å.

Summary:
- LUMO level (Eh) = 0.0297
- highest occupied orbital energy (Ha) = -0.321
- SMILES = C/C=C\OC.C=O
- gap between HOMO and LUMO (Eh) = 0.350

These are the natural (NBO) partial charges, in e, on atoms 1 to 8: C -0.652; C -0.249; C 0.101; O -0.524; C -0.246; H 0.220; H 0.215; H 0.223

Entry 4:
Computed, not measured: a 2-piece molecular cluster, C4H12 overall, with ωB97M-V/def2-TZVPD.

Structure (XYZ):
```
16
Properties=species:S:1:pos:R:3:forces:R:3
C -2.0160 -0.3860 1.5161 0.7 1.6 -0.2
C -0.5443 -0.7745 1.6431 -0.4 -0.7 0.4
H -2.0184 0.5890 1.0103 -0.2 0.1 -0.1
H -2.5513 -1.0456 0.8252 -0.2 -0.2 0.7
H -2.4275 -0.1559 2.5155 -0.4 -0.7 -0.5
H -0.5182 -1.6331 2.3313 0.4 -0.3 -0.7
H 0.0609 -0.0400 2.1648 0.0 0.5 -0.1
H -0.1275 -0.9438 0.6378 0.0 -0.4 0.6
C 1.6615 0.6926 -0.9375 0.1 1.0 -0.3
C 0.8860 0.4318 -2.2438 1.5 0.2 0.2
H 1.0267 0.3722 -0.1263 0.3 0.1 0.4
H 2.6635 0.2853 -0.8322 0.0 -0.6 -0.3
H 1.8721 1.7729 -0.8258 -0.5 -0.2 0.1
H 1.0223 -0.5988 -2.5615 -0.4 -0.3 0.1
H -0.1412 0.6699 -1.9969 -0.3 0.0 -0.6
H 1.3114 1.0301 -3.0691 -0.5 0.0 0.2
```
Positions in Å, forces in eV/Å.

Summary:
- multiplicity = 2
- LUMO level (spin up / spin down) (Eh) = 0.1606 / 0.1666
- highest occupied orbital energy (spin up / spin down) (Ha) = 0.057 / -0.278
- charge = -1
- gap between HOMO and LUMO (spin up / spin down) (Eh) = 0.104 / 0.444

These are the natural (NBO) partial charges, in e, on atoms 1 to 8: C -0.835; C -0.898; H 0.185; H 0.195; H 0.186; H 0.181; H 0.187; H 0.188